No. 1
Entry from the OMol25 dataset: C53H59Ge2N4O2S4Ti as an isolated structure at a distorted geometry (the ωB97M-V functional and the def2-TZVPD basis).

Last column: Löwdin charge in e.
CARTESIAN COORDINATES (ANGSTROEM)
Ti 2.084 2.238 -0.491  0.413
C -5.785 3.785 -1.503  -0.048
C -4.886 2.635 -1.906  -0.258
C -4.987 1.390 -1.293  -0.028
C -4.182 0.321 -1.667  -0.242
C -4.291 -0.998 -0.937  -0.033
C -3.257 0.493 -2.711  -0.179
C -3.137 1.739 -3.344  -0.205
C -2.172 1.974 -4.490  -0.028
C -3.946 2.794 -2.915  -0.008
C -2.470 -0.687 -3.217  -0.214
C -3.095 -1.501 -4.164  -0.027
C -2.423 -2.560 -4.754  -0.053
C -1.108 -2.823 -4.401  -0.030
C -0.455 -2.049 -3.442  -0.210
C -1.149 -0.978 -2.828  -0.208
Ge -0.191 0.170 -1.560  0.091
S 1.179 1.497 -2.628  0.272
S -1.494 1.331 -0.102  0.391
Ge -0.027 0.660 1.506  0.095
S 1.494 2.172 1.909  0.277
S 0.835 -0.917 0.141  0.323
C -0.896 0.041 3.165  -0.195
C -0.473 -1.113 3.863  -0.211
C -1.081 -1.437 5.077  -0.029
C -2.063 -0.630 5.628  -0.055
C -2.456 0.521 4.966  -0.031
C -1.890 0.869 3.739  -0.214
C -2.399 2.104 3.050  -0.171
C -1.769 3.342 3.222  -0.214
C -0.612 3.542 4.181  -0.064
C -2.258 4.446 2.518  -0.008
C -3.368 4.357 1.693  -0.250
C -3.878 5.562 0.937  -0.041
C -4.025 3.130 1.597  -0.017
C -3.569 2.006 2.268  -0.240
C -4.325 0.700 2.168  -0.028
C 0.662 -2.005 3.438  -0.160
C 0.403 -3.230 2.811  -0.223
C -1.001 -3.647 2.429  -0.024
C 1.466 -4.094 2.548  -0.013
C 2.773 -3.770 2.876  -0.268
C 3.916 -4.718 2.592  -0.047
C 3.011 -2.547 3.498  -0.022
C 1.979 -1.664 3.803  -0.199
C 2.289 -0.384 4.553  -0.031
C 0.971 -2.419 -3.116  -0.150
C 2.035 -1.873 -3.846  -0.209
C 1.817 -0.934 -5.013  -0.057
C 3.339 -2.272 -3.538  -0.005
C 3.604 -3.232 -2.572  -0.273
C 5.016 -3.728 -2.345  -0.053
C 2.531 -3.792 -1.882  -0.017
C 1.219 -3.410 -2.143  -0.233
C 0.079 -4.078 -1.415  -0.040
H -6.435 3.510 -0.668  0.077
H -6.421 4.097 -2.336  0.085
H -5.197 4.658 -1.202  0.046
H -5.720 1.247 -0.501  0.108
H -4.912 -0.895 -0.046  0.063
H -3.303 -1.356 -0.629  0.077
H -4.728 -1.774 -1.572  0.087
H -1.851 1.043 -4.957  0.076
H -1.271 2.486 -4.144  0.054
H -2.637 2.599 -5.256  0.083
H -3.856 3.761 -3.411  0.125
H -4.116 -1.266 -4.455  0.127
H -2.921 -3.175 -5.498  0.107
H -0.564 -3.640 -4.869  0.127
H -0.747 -2.330 5.604  0.128
H -2.515 -0.894 6.580  0.108
H -3.223 1.168 5.390  0.128
H -0.134 2.604 4.459  0.057
H -0.966 4.024 5.099  0.089
H 0.148 4.186 3.736  0.060
H -1.752 5.403 2.630  0.122
H -3.217 6.422 1.068  0.077
H -4.876 5.847 1.281  0.089
H -3.950 5.351 -0.134  0.051
H -4.918 3.048 0.974  0.098
H -5.268 0.845 1.639  0.068
H -4.540 0.289 3.157  0.083
H -3.742 -0.050 1.619  0.066
H -1.663 -2.790 2.316  0.075
H -1.435 -4.300 3.193  0.090
H -0.994 -4.202 1.490  0.066
H 1.258 -5.056 2.081  0.118
H 3.553 -5.685 2.236  0.075
H 4.517 -4.890 3.488  0.081
H 4.583 -4.310 1.826  0.066
H 4.028 -2.294 3.799  0.117
H 3.278 -0.442 5.015  0.079
H 1.555 -0.193 5.339  0.083
H 2.279 0.483 3.889  0.018
H 0.834 -0.470 -4.994  0.056
H 1.910 -1.486 -5.955  0.091
H 2.563 -0.139 -5.014  0.072
H 4.166 -1.839 -4.103  0.125
H 5.755 -2.968 -2.607  0.067
H 5.218 -4.603 -2.969  0.085
H 5.180 -4.035 -1.308  0.068
H 2.717 -4.560 -1.131  0.117
H 0.449 -4.876 -0.771  0.073
H -0.642 -4.503 -2.116  0.084
H -0.460 -3.357 -0.792  0.050
O 4.174 3.293 1.003  -0.116
H 3.904 3.270 1.929  0.010
H 4.189 4.219 0.750  0.049
O 0.558 3.804 -0.530  -0.189
H -0.309 3.509 -0.247  -0.016
H 0.462 4.128 -1.420  0.053
N 3.091 3.629 -1.481  -0.024
C 3.992 3.612 -2.263  -0.315
N 4.800 3.616 -3.211  0.106
C 6.122 3.550 -3.345  -0.364
N 7.269 3.500 -3.526  0.093
C 6.459 -0.972 -0.226  -0.066
C 5.022 -1.097 0.323  -0.166
C 4.184 0.027 -0.082  -0.108
N 3.490 0.851 -0.402  0.081
H 7.074 -1.779 0.174  0.080
H 6.905 -0.018 0.061  0.084
H 6.464 -1.036 -1.316  0.074
H 5.011 -1.122 1.413  0.120
H 4.533 -2.005 -0.025  0.102

Computed properties:
expectation value of S²: 0.754
relative energy (zero: lowest compared OMol25 entry of this formula, charge and spin): 0.0000 eV
2S+1: 2
E_LUMO (spin up / spin down): -0.11 / 0.21 eV
orbital gap (spin up / spin down): 7.969 / 8.625 eV
E_tot: -245471.7814 eV

No. 2
Entry from the OMol25 dataset: C53H60F4N4P2RuSi3 as an isolated structure (the ωB97M-V functional and the def2-TZVPD basis).

Last column: Löwdin charge in e.
CARTESIAN COORDINATES (ANGSTROEM)
Ru -0.184 0.244 -1.004  0.968
C -1.803 -1.379 -4.286  -0.177
Si -1.796 -2.417 -2.732  0.323
C -0.536 -3.788 -2.987  -0.169
C -3.421 -3.368 -2.637  -0.167
N -1.564 -1.386 -1.374  -0.376
P -1.779 -1.584 0.201  0.650
C -0.548 -0.627 0.836  -0.519
P 0.863 -0.915 1.772  0.653
N 2.237 -0.863 1.050  -0.231
Si 3.900 -1.012 0.911  0.282
C 4.770 -1.948 2.316  -0.190
C 4.369 -1.938 -0.663  -0.162
C 4.768 0.653 0.868  -0.173
C 0.842 0.180 3.245  -0.280
C 1.991 0.301 4.022  -0.082
C 1.982 1.051 5.187  -0.091
C 0.816 1.693 5.590  -0.101
C -0.331 1.584 4.819  -0.101
C -0.314 0.833 3.650  -0.119
C 0.615 -2.514 2.646  -0.272
C -0.443 -2.715 3.531  -0.080
C -0.613 -3.935 4.165  -0.080
C 0.291 -4.966 3.940  -0.100
C 1.353 -4.773 3.072  -0.095
C 1.505 -3.555 2.422  -0.102
C -1.934 -3.344 0.668  -0.268
C -3.093 -3.916 1.185  -0.076
C -3.140 -5.275 1.467  -0.087
C -2.029 -6.071 1.233  -0.089
C -0.870 -5.510 0.715  -0.084
C -0.825 -4.155 0.433  -0.112
C -3.420 -0.937 0.667  -0.304
C -3.679 -0.607 1.995  -0.092
C -4.923 -0.129 2.376  -0.085
C -5.926 0.026 1.426  -0.098
C -5.675 -0.290 0.099  -0.082
C -4.426 -0.769 -0.277  -0.108
H -1.761 -2.037 -5.158  0.031
H -0.950 -0.698 -4.335  0.024
H -2.712 -0.778 -4.355  0.009
H -0.767 -4.268 -3.944  0.031
H -0.608 -4.557 -2.215  0.010
H 0.494 -3.436 -3.035  0.009
H -3.598 -3.844 -3.605  0.029
H -4.294 -2.755 -2.407  0.010
H -3.361 -4.161 -1.886  0.022
H 4.389 -2.959 2.465  0.007
H 4.709 -1.431 3.276  0.010
H 5.832 -2.032 2.064  0.022
H 3.564 -2.612 -0.966  0.027
H 5.277 -2.531 -0.524  0.025
H 4.548 -1.247 -1.491  0.006
H 4.636 1.182 1.815  0.019
H 4.370 1.281 0.071  0.000
H 5.841 0.538 0.688  0.030
H 2.898 -0.192 3.701  0.080
H 2.885 1.142 5.779  0.098
H 0.809 2.288 6.496  0.094
H -1.235 2.102 5.117  0.101
H -1.184 0.781 3.004  0.081
H -1.135 -1.906 3.732  0.094
H -1.448 -4.083 4.838  0.101
H 0.161 -5.919 4.438  0.098
H 2.059 -5.575 2.889  0.102
H 2.307 -3.403 1.714  0.081
H -3.969 -3.306 1.362  0.099
H -4.047 -5.711 1.868  0.098
H -2.066 -7.131 1.456  0.099
H 0.002 -6.126 0.537  0.109
H 0.078 -3.710 0.029  0.113
H -2.889 -0.716 2.730  0.085
H -5.109 0.132 3.410  0.100
H -6.897 0.406 1.720  0.098
H -6.443 -0.149 -0.651  0.104
H -4.210 -0.971 -1.317  0.066
C 1.862 3.136 1.857  -0.088
N 0.669 2.895 1.069  -0.234
C -0.465 3.555 1.690  -0.089
C 0.813 3.396 -0.291  -0.228
C 1.840 2.689 -1.147  -0.239
N 1.487 1.346 -1.625  -0.100
C 2.456 0.756 -2.389  -0.177
C 2.267 -0.539 -2.917  -0.179
F 1.151 -1.216 -2.579  0.011
C 3.136 -1.191 -3.756  -0.248
F 2.803 -2.425 -4.176  0.082
C 4.327 -0.629 -4.158  0.039
C 4.572 0.630 -3.655  -0.235
F 5.718 1.253 -3.990  0.076
C 3.706 1.301 -2.815  -0.145
F 4.149 2.521 -2.428  0.052
H 2.151 4.205 1.841  0.092
H 2.697 2.542 1.490  0.060
H 1.678 2.845 2.892  0.068
H -0.354 4.656 1.674  0.093
H -0.553 3.241 2.728  0.061
H -1.381 3.297 1.167  0.065
H 1.118 4.464 -0.261  0.127
H -0.162 3.375 -0.770  0.061
H 2.046 3.354 -1.994  0.104
H 2.767 2.640 -0.577  0.089
H 5.021 -1.138 -4.808  0.128
C -0.894 3.372 -6.287  -0.107
C -2.020 2.588 -6.088  -0.098
C -2.280 2.048 -4.834  -0.127
C -1.428 2.269 -3.749  -0.317
C -0.303 3.063 -3.977  -0.110
C -0.035 3.611 -5.223  -0.090
Si -1.864 1.552 -2.044  0.642
C -2.727 2.979 -1.131  -0.320
C -2.544 4.328 -1.431  -0.113
C -3.183 5.324 -0.703  -0.097
C -4.033 4.989 0.342  -0.107
C -4.249 3.650 0.643  -0.095
C -3.605 2.663 -0.087  -0.116
H -0.684 3.789 -7.265  0.093
H -2.699 2.392 -6.909  0.095
H -3.171 1.443 -4.695  0.083
H 0.391 3.253 -3.169  0.070
H 0.852 4.218 -5.365  0.098
H -3.045 0.695 -2.364  -0.019
H -1.891 4.614 -2.249  0.095
H -3.015 6.365 -0.953  0.095
H -4.529 5.765 0.912  0.092
H -4.914 3.371 1.452  0.095
H -3.772 1.622 0.177  0.068

Computed properties:
net charge: -1
expectation value of S²: 0.761
2S+1: 2
E_LUMO (spin up / spin down): 2.41 / 2.41 eV
orbital gap (spin up / spin down): 6.924 / 6.818 eV
E_tot: -117562.4810 eV

> What is the 2S+1 in the second record?

2

> Look up the E_tot of the first one.

-245471.7814 eV

> Among the records above, which one has the highest E_tot?

C53H60F4N4P2RuSi3

> What is the 2S+1 in the first record?

2